Entry from OMol25: 5 unconnected molecules or ions with the total composition C28H68BrN4O2 in a non-equilibrium geometry (ωB97M-V/def2-TZVPD).

As for the energy above the lowest of the compared OMol25 structures with the same formula, charge and spin: 0.000 eV. As for the LUMO energy: -5.83 eV. The gap between HOMO and LUMO is 8.97 eV.

```
! RIJCOSX wB97M-V def2-TZVPD def2/J DEFGRID3
* xyz 3 1
C -4.25917 4.80812 -1.61423
N -5.56583 4.12979 -1.22092
C -5.70078 4.17806 0.31441
C -6.72958 4.87947 -1.94665
C -5.52801 2.68094 -1.68682
C -4.18334 1.96491 -1.59821
O -3.55120 2.17887 -0.36526
H -3.90087 4.48826 -2.59269
H -3.59994 4.51614 -0.79677
H -4.52589 5.84569 -1.81529
H -6.54032 3.54565 0.60309
H -5.67995 5.20626 0.67559
H -4.77959 3.80651 0.76326
H -6.84170 5.89422 -1.56480
H -7.63583 4.30040 -1.76923
H -6.37060 4.83197 -2.97475
H -5.80596 2.74454 -2.73885
H -6.37865 2.16661 -1.23963
H -3.68372 2.35226 -2.48616
H -4.18382 0.90305 -1.84428
H -2.92356 1.47286 -0.19433
C 1.46314 -2.60160 1.46916
N 1.66187 -2.75359 2.97487
C 2.80314 -1.79953 3.51310
C 0.32707 -2.40916 3.68247
C 2.15059 -4.15544 3.37336
C 3.47300 -4.82629 2.86947
O 3.41984 -4.96757 1.45201
H 2.50585 -2.63908 1.15380
H 1.05388 -1.67691 1.06229
H 0.86597 -3.48637 1.24855
H 2.59003 -0.74510 3.33740
H 3.70142 -2.06271 2.95459
H 2.95036 -2.03779 4.56650
H -0.48685 -3.06733 3.37840
H 0.09212 -1.35313 3.54939
H 0.42593 -2.65888 4.73886
H 1.41879 -4.91805 3.10690
H 2.14153 -4.12096 4.46278
H 3.62992 -5.79993 3.33370
H 4.41673 -4.31205 3.05123
H 2.76118 -5.63960 1.26192
C 4.03175 -2.07489 -2.12393
C 3.04926 -3.24452 -1.91878
C 1.78078 -3.25591 -2.97036
C 1.02178 -4.68799 -2.81725
N -0.52768 -4.45045 -2.74111
C -1.15886 -3.39641 -3.75769
C -1.66919 -2.24035 -2.87102
C -2.05973 -2.88502 -1.60169
C -0.98041 -3.91671 -1.34348
C -1.29739 -5.81875 -3.09970
H 4.36569 -1.94088 -3.15282
H 4.85286 -2.36385 -1.46790
H 3.62407 -1.15063 -1.71447
H 2.51982 -3.12485 -0.97354
H 3.52518 -4.21734 -1.79535
H 2.16592 -3.28825 -3.98954
H 1.18604 -2.34318 -3.00678
H 1.36828 -5.38995 -2.05878
H 1.16170 -5.41312 -3.61894
H -2.05478 -3.66104 -4.31930
H -0.40782 -3.14952 -4.50808
H -2.52250 -1.77507 -3.36443
H -0.95929 -1.47997 -2.54549
H -3.08421 -3.23998 -1.71370
H -2.10741 -2.10825 -0.83852
H -1.19919 -4.67986 -0.59660
H -0.02724 -3.48678 -1.03572
H -2.36756 -5.61372 -3.12834
H -1.04914 -6.50804 -2.29264
H -0.85178 -6.13415 -4.04312
C 4.40033 0.51944 1.12471
C 3.62519 1.15854 -0.03052
C 3.15380 2.56349 0.22477
C 1.71427 2.47981 0.79180
N 1.13203 3.83996 1.24556
C -0.16164 3.55153 2.04455
C -0.39926 4.86409 2.83232
C 1.03675 5.29507 3.31430
C 2.02956 4.42171 2.47173
C 1.01856 4.82743 0.02590
H 4.48061 -0.53506 0.86072
H 3.74259 0.64703 1.98448
H 5.41557 0.86673 1.31647
H 2.78750 0.53533 -0.34353
H 4.32189 1.10314 -0.86696
H 3.12606 3.07727 -0.73614
H 3.88873 3.06218 0.85667
H 1.79491 1.87926 1.69785
H 1.04327 2.04727 0.04966
H -0.93155 3.38682 1.29075
H 0.03924 2.64144 2.60979
H -0.70101 5.67765 2.17265
H -1.10701 4.74047 3.65203
H 1.21507 6.33691 3.04811
H 1.12608 4.97002 4.35086
H 2.74522 5.11047 2.02280
H 2.45215 3.57745 3.01647
H 0.17741 4.45531 -0.55899
H 1.93358 5.11611 -0.49132
H 0.69708 5.73344 0.53959
Br -1.12313 0.22562 0.44372
*
```

---

Entry from OMol25: a molecular structure, C42H52N8O6S2Ti in a non-equilibrium geometry (ωB97M-V/def2-TZVPD).

As for the energy above the lowest of the compared OMol25 structures with the same formula, charge and spin: 0.789 eV. As for the LUMO energy (spin up / spin down): -3.36 / -3.43 eV. The gap between HOMO and LUMO (spin up / spin down) is 5.55 / 5.48 eV. Its expectation value of S² is 0.754.

```
! RIJCOSX wB97M-V def2-TZVPD def2/J DEFGRID3
* xyz 1 2
Ti 0.10445 -0.56641 0.80284
C 1.88425 -4.25071 2.28166
O 1.13233 -3.47509 1.32065
C 0.52035 -4.27884 0.32406
C 0.18700 -3.38834 -0.81864
O -0.73394 -2.32369 -0.41591
C -2.09116 -2.81908 -0.41892
C -2.97980 -1.87863 0.29393
O -2.34753 -1.51776 1.50596
C -3.29486 -0.94505 2.42274
H 2.44998 -3.56052 2.89905
H 1.21467 -4.84046 2.90860
H 2.58003 -4.90745 1.76176
H 1.20256 -5.05152 -0.02903
H -0.36025 -4.76805 0.73721
H 1.08349 -2.90847 -1.19211
H -0.25860 -3.94157 -1.63400
H -2.41689 -2.93365 -1.44665
H -2.10307 -3.79142 0.06709
H -3.18919 -0.99733 -0.29743
H -3.91979 -2.39104 0.48230
H -3.63105 0.03470 2.06394
H -4.15327 -1.60981 2.52054
H -2.81978 -0.83566 3.38262
C -0.74380 4.37906 -3.68631
C -1.85673 4.75474 -2.73282
C -2.65649 5.87228 -2.94891
C -3.68079 6.21723 -2.07536
C -3.92791 5.41844 -0.96608
C -3.15412 4.28660 -0.73720
C -2.11694 3.96864 -1.61056
N -1.28795 2.80379 -1.47939
C -1.12129 1.97954 -0.41033
N -1.00973 2.59913 0.76925
C -1.00150 2.02258 2.07049
C -0.57306 0.71820 2.26095
C -0.62576 0.23126 3.57585
C -1.05198 1.01213 4.62594
C -1.42560 2.33566 4.38716
C -1.41081 2.86879 3.10968
C -1.81793 4.30827 2.85236
N -0.95121 0.68012 -0.57436
C -1.21708 0.20377 -1.93968
C -0.19308 -0.42025 -2.65430
C -0.39703 -0.92779 -3.92613
C -1.64537 -0.79080 -4.51828
C -2.65416 -0.13972 -3.82637
C -2.46938 0.37498 -2.53878
C -3.62498 1.12487 -1.90384
H -0.60000 5.15594 -4.43508
H -0.96281 3.44680 -4.22914
H 0.20838 4.23690 -3.15959
H -2.46301 6.48854 -3.82641
H -4.28820 7.09693 -2.26713
H -4.73449 5.66268 -0.27979
H -3.39332 3.63975 0.10061
H -1.03936 2.37303 -2.35296
H -1.11290 3.59619 0.71624
H -0.35144 -0.79080 3.77369
H -1.08865 0.60787 5.63304
H -1.74329 2.96668 5.21291
H -2.04634 4.81268 3.79051
H -2.70724 4.38313 2.21747
H -1.01930 4.88890 2.36811
H 0.78848 -0.51579 -2.21571
H 0.41887 -1.42107 -4.45030
H -1.82387 -1.16984 -5.51940
H -3.62568 -0.00129 -4.29853
H -3.80615 2.07203 -2.42137
H -3.46034 1.36575 -0.85450
H -4.54591 0.53904 -1.97809
N 3.52781 0.17879 3.84028
C 3.05546 -0.91881 4.53497
C 2.07722 -1.43047 3.75559
N 1.94323 -0.66766 2.59896
C 2.83772 0.29054 2.68950
H 4.26578 0.78635 4.13358
H 3.45472 -1.22705 5.48958
H 1.45115 -2.29364 3.95080
H 3.01928 1.07799 1.97410
O 7.76336 -2.95702 -4.27817
S 6.36421 -2.87128 -4.63661
O 5.47341 -3.61999 -3.76541
O 6.07371 -3.00137 -6.04626
C 5.97313 -1.14196 -4.26133
N 6.59807 -0.11784 -4.92965
C 6.28323 1.11814 -4.57833
C 5.37493 1.41930 -3.55702
C 4.80252 0.33524 -2.96136
N 5.05923 -0.90771 -3.29389
C 3.77517 0.36726 -1.87479
C 3.03296 1.47069 -1.50142
C 2.01661 1.31214 -0.58772
N 1.73171 0.15269 -0.03209
C 2.51492 -0.89824 -0.30362
C 3.52645 -0.82921 -1.22748
H 6.76436 1.91899 -5.13548
H 5.17612 2.44698 -3.25481
H 3.20192 2.44715 -1.94508
H 1.39340 2.13883 -0.29960
H 2.32462 -1.80192 0.25228
H 4.12919 -1.70208 -1.48513
C -1.24824 -3.87546 5.64606
S -1.17852 -3.55443 3.87270
C -2.50588 -4.64784 3.34491
H -2.23591 -3.63033 6.03670
H -0.50964 -3.23439 6.12805
H -1.01177 -4.91494 5.87014
H -2.23526 -5.69458 3.48563
H -2.68736 -4.46440 2.28239
H -3.42169 -4.42817 3.89927
*
```

---

Entry from OMol25: a gas-phase ion, C2H6N2OP (charge -1) in a non-equilibrium geometry (ωB97M-V/def2-TZVPD).

As for the energy above the lowest of the compared OMol25 structures with the same formula, charge and spin: 2.525 eV. As for the LUMO energy: 4.02 eV. The gap between HOMO and LUMO is 6.56 eV.

```
! RIJCOSX wB97M-V def2-TZVPD def2/J DEFGRID3
* xyz -1 1
O -1.25127 -0.80890 -3.78202
N -1.45789 -0.64919 -2.46562
C -0.53134 -0.34785 -1.69234
C -0.76081 -0.48085 -0.19604
N -0.62055 0.80121 0.61886
P 0.94634 1.32567 0.91488
H 0.57517 -0.30785 -1.88824
H -1.76640 -0.72031 0.22706
H 0.00995 -1.04471 0.25693
H -1.09205 1.65146 0.12728
H 0.99491 1.75603 2.28136
H 1.35868 -0.05337 1.51000
*
```

---

Q: Among the records above, which one has the highest energy above the lowest of the compared OMol25 structures with the same formula, charge and spin?
A: C2H6N2OP

---

Q: The highest energy above the lowest of the compared OMol25 structures with the same formula, charge and spin belongs to which entry?
A: C2H6N2OP

---

Q: Which of these has the lowest energy above the lowest of the compared OMol25 structures with the same formula, charge and spin?
A: C28H68BrN4O2

---

Q: Among the records above, which one has the lowest energy above the lowest of the compared OMol25 structures with the same formula, charge and spin?
A: C28H68BrN4O2